(1)
A molecular structure, C19H29BN2NiO2 in a non-equilibrium geometry. Source: the Open Molecules 2025 dataset; level of theory: ωB97M-V/def2-TZVPD.

Structure (XYZ):
```
54
Properties=species:S:1:pos:R:3:mulliken_spin:R:1
C 3.561 3.289 -1.063 0.000
C 3.503 3.234 -2.587 0.000
H 3.071 4.190 -0.687 0.000
H 4.601 3.331 -0.726 0.000
H 3.089 2.422 -0.597 0.000
H 2.490 3.053 -2.950 0.000
H 3.846 4.178 -3.018 0.000
H 4.151 2.446 -2.980 0.000
C -2.392 0.635 1.853 -0.011
C -3.525 0.635 2.661 0.110
C -4.765 0.316 2.108 0.084
C -4.818 -0.031 0.764 -0.008
H -1.420 0.839 2.269 0.015
H -3.412 0.883 3.709 0.007
H -5.673 0.335 2.703 0.008
H -5.748 -0.322 0.283 0.020
N -2.442 0.336 0.531 0.140
C -3.659 -0.013 -0.015 0.144
C -3.625 -0.386 -1.416 0.122
N -2.378 -0.329 -1.979 0.193
C -2.227 -0.741 -3.262 -0.019
C -4.595 -1.149 -3.492 0.066
C -3.313 -1.130 -4.052 0.104
H -1.215 -0.758 -3.648 0.017
H -3.130 -1.412 -5.085 0.010
C -4.747 -0.799 -2.154 -0.004
H -5.715 -0.825 -1.653 0.019
H -5.465 -1.428 -4.081 0.007
Ni -1.007 0.289 -0.665 1.177
C 0.387 -0.041 -1.892 -0.118
H 0.139 0.588 -2.764 -0.002
H 0.278 -1.098 -2.207 -0.003
H 1.439 0.136 -1.636 0.008
C 0.734 -2.323 1.388 0.001
C 1.338 -1.055 2.036 0.016
C 1.502 -1.310 3.511 0.000
O 0.393 0.002 1.881 -0.002
B 0.650 0.459 0.561 -0.153
O 2.041 0.475 0.354 0.034
C 2.606 -0.448 1.305 -0.006
C 3.479 0.396 2.224 0.000
C 3.459 -1.454 0.569 -0.001
H -0.234 -2.536 1.861 0.001
H 1.386 -3.190 1.555 -0.001
H 0.546 -2.229 0.308 0.025
H 0.541 -1.595 3.959 0.001
H 2.203 -2.146 3.649 0.000
H 1.895 -0.432 4.042 0.000
H 3.955 -0.243 2.974 0.000
H 4.266 0.876 1.633 0.000
H 2.903 1.188 2.722 0.000
H 2.891 -2.004 -0.187 0.000
H 4.298 -0.943 0.091 0.000
H 3.862 -2.165 1.294 0.000
```

## Properties
<S²> = 2.055
calculated total energy = -2534.53611 Ha
HOMO-LUMO gap (alpha / beta) = 5.38 / 7.94 eV
M = 386.958 g/mol
spin multiplicity = 3

(2)
A molecular structure, C19H29Br21FN3O6P in a non-equilibrium geometry. Source: the Open Molecules 2025 dataset; level of theory: ωB97M-V/def2-TZVPD.

Structure (XYZ):
```
80
Properties=species:S:1:pos:R:3:lowdin_charge:R:1
C -2.096 -5.330 1.374 0.021
C -3.167 -4.899 0.443 -0.554
O -3.708 -5.676 -0.291 0.112
O -3.520 -3.592 0.419 -0.014
C -2.453 -2.775 -0.135 -0.164
C -2.872 -1.331 -0.183 -0.151
C -2.073 -0.564 -1.244 -0.132
C -1.139 0.543 -0.724 -0.265
N -0.595 0.373 0.634 -0.193
P -0.892 1.914 1.380 0.846
N -0.264 1.848 2.978 -0.130
O -2.522 1.858 1.662 -0.291
C 0.800 -0.074 0.689 -0.370
C 1.817 0.964 0.262 -0.181
C 3.243 0.477 0.362 -0.311
N 4.110 1.567 -0.156 0.008
C 1.146 -0.636 2.112 -0.120
C 0.018 -1.340 2.748 -0.484
O -0.980 -0.886 3.194 0.129
F 0.193 -2.666 2.824 0.091
C 0.978 -1.266 -0.316 -0.629
O 1.364 -0.974 -1.472 -0.167
O 0.738 -2.420 0.119 -0.008
H -2.039 -6.399 1.365 0.079
H -1.155 -4.934 1.030 0.088
H -2.286 -5.008 2.379 0.090
H -1.602 -2.850 0.511 0.092
H -2.174 -3.125 -1.114 0.133
H -3.917 -1.333 -0.465 0.109
H -2.828 -0.910 0.806 0.090
H -1.476 -1.284 -1.780 0.102
H -2.788 -0.088 -1.890 0.091
H -1.727 1.450 -0.656 -0.038
H -0.374 0.764 -1.447 0.106
H 0.533 2.470 2.971 -0.006
H -0.912 2.244 3.643 0.041
H -2.885 1.009 1.387 0.035
H 1.677 1.216 -0.767 0.050
H 1.793 1.888 0.827 0.086
H 3.415 -0.395 -0.250 0.078
H 3.530 0.323 1.380 0.039
H 5.061 1.260 -0.006 -0.020
H 3.971 1.503 -1.163 -0.022
H 1.962 -1.324 1.981 0.105
H 1.479 0.187 2.736 0.009
C 7.493 -0.623 1.161 -1.604
Br 6.112 -1.754 0.457 0.650
Br 7.899 0.825 -0.036 0.595
Br 7.042 0.028 2.921 0.590
H 8.386 -1.219 1.263 -0.033
C 3.863 1.845 4.812 -1.600
Br 3.686 3.151 3.411 0.582
Br 2.809 2.311 6.355 0.579
Br 3.456 0.085 4.163 0.698
H 4.896 1.841 5.124 -0.040
C -5.956 -3.107 -5.746 -1.626
Br -5.644 -1.268 -5.282 0.595
Br -7.843 -3.508 -5.758 0.585
Br -5.121 -3.565 -7.412 0.577
H -5.505 -3.722 -4.980 -0.021
C 3.630 1.713 -4.445 -1.615
Br 5.526 1.350 -4.485 0.539
Br 2.731 0.641 -3.132 0.797
Br 3.283 3.595 -4.201 0.550
H 3.238 1.444 -5.412 -0.038
C -4.417 3.901 -0.398 -1.633
Br -4.324 5.811 -0.160 0.559
Br -6.224 3.351 -0.779 0.551
Br -3.148 3.285 -1.696 0.656
H -4.126 3.449 0.539 -0.054
C 7.458 3.934 2.538 -1.659
Br 6.335 4.316 1.027 0.555
Br 9.326 4.118 2.106 0.553
Br 6.956 5.013 4.052 0.549
H 7.297 2.903 2.814 -0.102
C -8.862 -0.445 -3.491 -1.682
Br -8.265 1.374 -3.670 0.548
Br -8.074 -1.309 -1.974 0.574
Br -10.785 -0.566 -3.486 0.562
H -8.512 -0.980 -4.361 -0.119
```

## Properties
calculated total energy = -55852.66793 Ha
charge = -1
HOMO-LUMO gap = 6.47 eV
M = 2123.412 g/mol
relative energy (zero: lowest compared OMol25 entry of this formula, charge and spin) = 0.0 kcal/mol

(3)
5 unconnected molecules or ions with the total composition C19H29Cl2N5OP. Source: the Open Molecules 2025 dataset; level of theory: ωB97M-V/def2-TZVPD.

Structure (XYZ):
```
57
Properties=species:S:1:pos:R:3:lowdin_charge:R:1
C 0.574 0.675 0.055 -0.119
C -0.830 1.053 0.480 -0.723
Cl -0.831 2.539 1.501 0.723
C -1.722 1.379 -0.711 -0.743
Cl -1.835 0.079 -1.876 0.775
N -3.117 1.771 -0.225 -0.109
P -4.226 0.528 0.548 0.769
O -4.615 -0.523 -0.377 -0.348
H 0.573 -0.330 -0.367 0.077
H 0.976 1.381 -0.673 0.092
H 1.234 0.674 0.920 0.092
H -1.276 0.266 1.088 0.088
H -1.351 2.275 -1.208 0.120
H -3.630 2.194 -1.005 0.153
H -2.932 2.520 0.463 0.084
H -3.437 0.236 1.665 0.035
H -5.186 1.455 0.973 0.049
N 2.358 6.525 -0.668 0.006
C 1.628 5.406 -0.378 -0.154
C 1.450 5.366 0.981 -0.131
C 2.098 6.506 1.529 -0.104
C 2.648 7.199 0.485 -0.129
H 2.647 6.807 -1.587 0.147
H 1.310 4.737 -1.160 0.094
H 0.921 4.602 1.525 0.026
H 2.156 6.782 2.568 0.094
H 3.220 8.111 0.468 0.112
N 5.507 -1.413 -1.457 0.014
C 4.348 -1.419 -2.178 -0.139
C 3.542 -0.430 -1.686 -0.126
C 4.242 0.201 -0.622 -0.115
C 5.455 -0.427 -0.510 -0.129
H 6.276 -2.043 -1.592 0.150
H 4.187 -2.129 -2.969 0.095
H 2.554 -0.201 -2.053 0.069
H 3.905 1.020 -0.007 0.085
H 6.277 -0.258 0.164 0.111
N -3.316 -2.772 3.597 -0.010
C -4.450 -2.822 2.824 -0.160
C -5.376 -3.579 3.488 -0.102
C -4.785 -4.000 4.709 -0.098
C -3.516 -3.490 4.746 -0.133
H -2.457 -2.315 3.360 0.131
H -4.516 -2.345 1.859 0.077
H -6.367 -3.812 3.135 0.096
H -5.238 -4.615 5.467 0.097
H -2.741 -3.582 5.486 0.110
N 1.588 -3.512 -3.711 0.005
C 1.467 -4.846 -3.438 -0.128
C 0.363 -5.013 -2.645 -0.103
C -0.205 -3.726 -2.434 -0.117
C 0.575 -2.822 -3.105 -0.164
H 2.303 -3.099 -4.281 0.136
H 2.170 -5.562 -3.828 0.111
H -0.001 -5.951 -2.263 0.094
H -1.089 -3.499 -1.861 0.082
H 0.495 -1.753 -3.209 0.083
```

## Properties
calculated total energy = -2351.85838 Ha
charge = +1
HOMO-LUMO gap = 6.88 eV
M = 445.355 g/mol

> Which formula does entry 2 have?

C19H29Br21FN3O6P